Entry 1:
Below is a molecular structure, C16H14BF5N6Pb at a distorted geometry, with properties calculated with the ωB97M-V functional and the def2-TZVPD basis.

The geometry in XYZ format:
```
43
Properties=species:S:1:pos:R:3:forces:R:3
H -0.291825 3.091358 1.212831 -0.0881 -0.0887 0.0413
N 0.055323 1.754472 -0.393683 -0.3584 1.6575 1.7294
B 0.590532 0.728017 -2.647254 0.7345 -0.8138 -0.0752
N 0.553726 1.950829 -1.667585 0.4864 1.8943 -0.6568
C 0.864947 3.252384 -1.850430 -0.0924 -2.5906 -1.0364
Pb -1.571997 -0.573920 0.450398 1.2865 0.4865 2.3439
H 1.272307 3.603053 -2.788493 -0.0633 -0.0115 0.0874
C 0.542128 3.938344 -0.678968 0.0099 0.2541 0.5711
H 0.630766 4.985202 -0.488289 0.0552 0.4013 -0.0091
C 0.051231 2.953241 0.202208 -0.0951 -1.8903 -0.5087
H 0.953286 1.103899 -3.721718 -0.1191 0.0438 0.0441
C -1.454214 -2.801754 0.641778 -1.4198 0.1045 1.2529
H -2.038996 -2.901962 1.585994 0.2737 -0.1860 -0.6230
H -0.473626 -3.264182 0.851981 -0.2969 0.7574 -0.7140
H -2.068173 -3.223226 -0.171993 0.7124 0.0968 0.2420
N -0.817688 0.100270 -2.734547 -0.9504 0.1853 1.0676
N 1.554719 -0.358895 -2.105248 -0.1725 0.3307 0.5321
N -1.498437 -0.424997 -1.637273 -0.9797 -0.3991 -4.2601
N 1.223407 -1.032486 -0.947319 0.3915 -0.8822 0.1944
C -1.605682 0.035598 -3.820578 -0.3915 -0.3839 0.6065
C 2.718357 -0.816827 -2.605104 -0.0618 -0.0710 0.3883
H -1.264505 0.430016 -4.767132 0.0183 -0.0886 0.0977
H 3.140121 -0.376065 -3.495791 0.0032 -0.1330 0.0274
C -2.814637 -0.580799 -3.484784 0.3545 -0.0583 0.4205
C 3.170764 -1.841919 -1.780050 -0.7534 0.4255 -0.0780
C -2.697933 -0.885777 -2.125619 1.2561 1.2345 -0.9439
C 2.177980 -1.960681 -0.776440 -0.2084 1.5035 -0.8835
H -3.666985 -0.776012 -4.120227 0.2280 -0.0164 0.0341
H 4.055069 -2.427920 -1.888937 0.2916 -0.2007 -0.1094
H -3.434337 -1.353719 -1.496247 -0.1006 -0.1121 0.1784
H 2.167091 -2.645803 0.042626 -0.1284 -0.1747 0.3201
H -2.473758 1.039732 0.565458 0.4843 -1.5396 0.1324
F 1.461422 -1.976642 2.468018 -1.1347 1.7693 1.4223
C 0.812540 -1.013971 3.189775 0.0390 -1.0821 -2.0299
C -0.221330 -0.283250 2.642006 -0.7335 0.5373 -1.2680
C -0.828096 0.655500 3.440570 -1.0912 -0.0017 -1.7636
F -1.874658 1.425882 2.997607 1.6494 -1.1228 0.6258
C -0.486095 0.853501 4.786339 -0.6786 1.4699 2.5388
F -1.178636 1.745884 5.524171 1.4236 -1.6647 -1.2438
C 0.534307 0.086763 5.338285 0.5810 0.1108 1.6245
F 0.853022 0.238047 6.639858 -0.3072 -0.2399 -1.6712
C 1.204016 -0.840221 4.538524 1.6802 -0.9659 2.3922
F 2.174539 -1.610973 5.075302 -1.7345 1.4546 -1.0408
```
Forces are in eV/Å.

Output
- E_HOMO (alpha / beta) (eV) = -14.080 / -14.783
- charge = +2
- F_max (eV Å⁻¹) = 4.39
- energy (eV) = -45247.927
- energy above the lowest of the compared OMol25 structures with the same formula, charge and spin (eV) = 1.185

=====

Entry 2:
Below is 2 unconnected molecules or ions with the total composition CH2Br2NO at a distorted geometry, with properties calculated with the ωB97M-V functional and the def2-TZVPD basis.

The geometry in XYZ format:
```
7
Properties=species:S:1:pos:R:3:forces:R:3
C -0.297525 0.375490 0.419740 -1.5451 -1.9513 0.3376
N 0.391683 -0.329733 -0.405519 1.9233 -0.5405 -0.3415
O 1.026861 -1.437863 -0.211317 -0.9601 0.4721 0.3165
Br -1.090628 1.961041 -0.087835 0.0672 0.5701 -0.3477
Br -3.377543 -0.933363 0.499207 0.0048 -0.0105 0.0603
H -0.914583 -0.257498 1.084884 0.5630 0.6571 0.5280
H 0.600946 0.026049 -1.322555 -0.0532 0.8030 -0.5532
```
Forces are in eV/Å.

Output
- E_HOMO (eV) = -3.906
- charge = -1
- F_max (eV Å⁻¹) = 2.51
- energy (eV) = -144691.598
- energy above the lowest of the compared OMol25 structures with the same formula, charge and spin (eV) = 0.042

=====

Entry 3:
Below is 5 unconnected molecules or ions with the total composition C22H32F16O8S3 at a distorted geometry, with properties calculated with the ωB97M-V functional and the def2-TZVPD basis.

The geometry in XYZ format:
```
81
Properties=species:S:1:pos:R:3:forces:R:3
C -2.676479 5.142297 3.882803 1.5311 0.8610 0.1093
C -2.657165 6.726467 4.140998 -1.3770 -0.3836 0.9209
C -1.485394 7.115599 5.101720 0.3479 -0.7448 -1.8529
S -1.399932 5.719042 6.161062 -0.4303 -1.4143 2.5502
O -2.424230 5.911362 7.204296 1.4012 -0.1406 -1.1166
O -0.028874 5.324006 6.482458 -0.9151 1.1126 0.3033
C -1.907957 4.410830 5.048936 -0.2341 1.8672 -1.2815
H -2.057565 5.090422 2.987064 0.0267 -0.6248 -0.0107
H -3.625683 4.679593 3.612596 -0.1527 0.4914 0.3816
H -3.601198 6.988914 4.618526 0.0136 0.0890 0.2557
H -2.696028 7.264559 3.193875 0.5316 -0.0309 0.0639
H -1.453104 8.050003 5.662035 -0.6970 -0.1897 0.0146
H -0.547519 7.076148 4.547704 0.1291 0.0288 -0.1360
H -2.442410 3.652198 5.620728 0.2228 0.0623 -0.1942
H -0.903921 4.177018 4.694893 -0.3823 -0.9966 -0.0246
C -5.288191 -0.157966 -5.779274 1.1734 3.3198 2.0914
C -5.525050 -0.677363 -7.076891 -0.8422 -1.3844 -3.8741
C -5.029860 -2.072345 -7.026569 -1.0083 -2.2885 0.4031
S -3.626020 -2.244092 -5.949163 -0.1739 0.9778 1.2698
O -2.398595 -2.284228 -6.684642 0.5393 -0.6912 -0.1202
O -3.966325 -3.249596 -4.924066 0.7187 1.5101 -1.3497
C -3.797887 -0.496482 -5.398151 -1.5604 0.7478 0.4424
H -6.101140 -0.277541 -5.063088 0.4275 -0.8399 0.2765
H -5.431264 0.875094 -6.096156 0.6842 0.9276 1.3531
H -5.112577 -0.092131 -7.898760 0.8180 0.0970 0.1990
H -6.579564 -0.572625 -7.332094 -0.2891 -0.7072 0.1000
H -4.917476 -2.726831 -7.890927 0.0176 0.3205 -0.0848
H -5.723085 -2.520612 -6.314815 -0.4729 -0.6724 -0.4135
H -3.173096 0.143653 -6.021013 0.1570 -0.5350 -0.4173
H -3.504007 -0.206893 -4.389251 -0.2470 -0.7672 0.1206
C 1.881176 -3.849758 -3.455264 -0.8549 -0.1074 -1.1733
C 0.670752 -4.755815 -4.014335 1.4648 0.7646 0.2993
C 1.265018 -5.443690 -5.230507 0.2522 -0.3149 0.1363
S 1.947108 -4.074322 -6.246807 -0.4168 3.0671 3.0896
O 0.831592 -3.207516 -6.692567 1.7060 -2.0454 -0.2644
O 3.138246 -4.417841 -6.987151 -1.0508 -0.3160 -0.6315
C 2.594050 -3.184808 -4.696488 -0.2084 -1.1091 0.9475
H 2.676559 -4.404287 -2.957297 -0.3555 -0.9365 -0.2403
H 1.536443 -3.271894 -2.597754 -0.2047 0.8869 -0.5993
H -0.206398 -4.240633 -4.405858 -0.0198 0.5816 0.7640
H 0.440782 -5.403971 -3.168704 -0.4029 -0.3976 -0.5054
H 0.579063 -6.045760 -5.826377 0.0809 0.0713 0.0237
H 2.087208 -6.024064 -4.811841 0.3222 -0.2558 -0.8226
H 2.570126 -2.095128 -4.685422 -0.3598 -0.1503 -0.6321
H 3.630002 -3.514431 -4.617381 0.0648 0.2981 -0.3780
C -0.764677 1.313402 0.324111 0.5205 1.0279 -2.1378
C -0.341356 1.953398 1.586912 -0.1181 -0.1963 1.1848
C -0.167875 0.924041 2.720213 -0.3796 -1.5993 -1.8285
F 0.638407 -0.081012 2.273268 0.0516 -0.1760 -0.3438
F 0.370675 1.375490 3.788468 1.5038 1.9262 2.6436
F 0.638641 2.846507 1.433179 1.1587 -0.4256 0.0098
F -1.387488 2.725982 1.983492 -1.1115 0.2460 0.2615
O 0.281822 0.512464 -0.376728 -5.1032 0.9001 1.2495
C -0.340880 -0.711454 -0.831126 0.9991 3.1419 -1.3786
C -0.645278 -0.729516 -2.416883 0.8974 1.2906 -2.2614
F -1.821695 -0.962705 -2.960348 -2.7606 -1.0077 1.1913
F -0.355328 0.484216 -2.946339 0.4822 2.0626 0.8200
F 0.727250 -1.380837 -0.809233 3.3933 -4.6304 0.1788
F -1.242763 -1.196285 -0.002438 -0.7065 -0.2264 -0.1263
H -1.037909 2.171022 -0.290663 0.3629 0.1195 -0.4644
H -1.758811 0.910088 0.516834 0.4529 -1.0683 -0.0683
H -1.109435 0.466578 3.023989 -0.4853 0.1076 -0.5698
H -0.002412 -1.280493 -3.103352 0.8526 -1.5003 1.6147
C 4.615480 -1.291736 6.065695 -2.7867 0.0100 -1.8594
C 5.724533 -0.415136 6.498558 2.6294 0.5626 1.6175
C 6.020191 0.898597 5.685603 -2.8431 1.2572 0.4679
F 7.189017 1.471409 5.959913 0.3095 -0.5185 0.4703
F 5.850883 0.840189 4.377589 1.5829 -1.6320 -3.0826
F 5.459038 0.008759 7.802889 -0.0428 -0.2317 -1.0921
F 6.918406 -1.102344 6.611449 -0.7571 0.0952 -0.3883
O 4.608438 -1.311908 4.625268 -1.8046 0.3962 -1.5568
C 3.373055 -1.767718 4.016316 2.9364 0.8509 2.0252
C 3.542118 -1.872789 2.555929 0.4598 -2.4796 -5.0623
F 2.389049 -2.462606 2.015275 0.3117 0.5330 1.1237
F 3.827848 -0.889824 1.670549 -0.3556 1.3424 1.4938
F 3.373579 -3.047732 4.448170 -1.8917 -0.5516 0.0754
F 2.237204 -1.101623 4.286445 0.8162 -0.4573 0.9367
H 3.662467 -0.816887 6.298875 0.1295 0.4557 0.7014
H 4.473925 -2.311093 6.424821 1.1269 0.0866 0.5289
H 5.178623 1.589521 5.735587 -0.0291 0.4976 2.6312
H 4.315124 -2.592543 2.286628 0.2239 -0.2470 1.0013
```
Forces are in eV/Å.

Output
- E_HOMO (eV) = -10.062
- charge = 0
- F_max (eV Å⁻¹) = 5.74
- SMILES = FC(F)C(F)(F)COC(F)(F)C(F)F.FC(F)C(F)(F)COC(F)(F)C(F)F.O=S1(=O)CCCC1.O=S1(=O)CCCC1.O=S1(=O)CCCC1
- energy (eV) = -115690.286
- energy above the lowest of the compared OMol25 structures with the same formula, charge and spin (eV) = 5.846

=====

Entry 4:
Below is C4H10N2O in the gas phase at a distorted geometry, with properties calculated with the ωB97M-V functional and the def2-TZVPD basis.

The geometry in XYZ format:
```
17
Properties=species:S:1:pos:R:3:forces:R:3
C -2.239362 0.030535 0.745000 -0.0054 -1.0747 -0.6886
N -1.853420 -0.117358 -0.661180 0.7736 0.2331 -0.1842
C -0.414363 -0.315380 -0.829307 -1.0480 -0.6938 -0.1470
C 0.416880 0.874035 -0.411354 1.0086 0.0006 0.7016
N 1.748063 0.648135 -0.125247 -0.6690 0.0675 -0.2429
C 2.294400 -0.631049 0.291895 0.5391 0.4377 -0.6245
O -0.035768 1.994347 -0.279596 -0.3384 0.0016 -0.4367
H -3.326610 0.061895 0.760162 0.0066 0.4720 0.3383
H -1.734573 0.828548 1.279774 -0.2095 0.3827 0.0766
H -1.974771 -0.919728 1.219280 0.0129 0.0682 0.1663
H -2.053967 0.720803 -1.192565 -0.3887 0.1520 0.2136
H -0.141846 -1.221338 -0.287625 0.1040 0.1188 0.2606
H -0.250370 -0.593106 -1.874221 0.2833 0.3484 -0.0736
H 2.157195 1.495720 0.236519 0.2479 -0.0831 0.1041
H 3.379349 -0.593682 0.199592 0.0211 0.0401 0.0027
H 2.065103 -0.856841 1.321924 -0.2660 -0.3202 0.3416
H 1.964059 -1.405534 -0.393049 -0.0721 -0.1508 0.1924
```
Forces are in eV/Å.

Output
- E_HOMO (eV) = -9.034
- charge = 0
- F_max (eV Å⁻¹) = 1.28
- SMILES = CNCC(=O)NC
- energy (eV) = -9337.760
- energy above the lowest of the compared OMol25 structures with the same formula, charge and spin (eV) = 1.228

=====

Entry 5:
Below is C5H8N2 in the gas phase, with properties calculated with the ωB97M-V functional and the def2-TZVPD basis.

The geometry in XYZ format:
```
15
Properties=species:S:1:pos:R:3:forces:R:3
C -2.406533 -0.183507 0.016418 -0.0516 0.0051 0.0093
C -0.937408 0.099292 -0.021537 0.1534 0.0804 -0.0068
C -0.336117 1.300343 -0.305808 0.0847 -0.0238 0.0861
N 1.029438 1.100164 -0.290778 -0.2442 -0.2588 0.1804
C 1.302033 -0.200786 0.029273 0.0633 0.1149 -0.0195
N 2.686921 -0.517988 0.101481 -0.0717 -0.3053 0.0306
C 0.108647 -0.853051 0.214710 0.1759 -0.0257 -0.1712
H -2.669350 -1.007838 -0.654210 0.0022 0.0932 0.0718
H -2.722796 -0.464637 1.026298 -0.0101 0.0167 -0.1114
H -2.984271 0.694479 -0.286212 0.0662 -0.1029 0.0458
H -0.764663 2.266485 -0.554368 0.0979 -0.2814 0.1224
H 1.754576 1.756096 -0.077318 0.0122 0.5276 -0.3834
H 2.940159 -0.952160 0.972117 -0.0306 -0.0768 0.3022
H 3.008195 -1.137922 -0.634170 -0.2213 0.1512 -0.0636
H -0.008827 -1.898974 0.464111 -0.0262 0.0855 -0.0926
```
Forces are in eV/Å.

Output
- E_HOMO (eV) = -7.988
- charge = 0
- F_max (eV Å⁻¹) = 0.65
- SMILES = Cc1c[nH]c(N)c1
- energy (eV) = -8294.799
- energy above the lowest of the compared OMol25 structures with the same formula, charge and spin (eV) = 0.197